Entry from OMol25: an isolated ion of composition C10H9Cl2N2 and charge +1 (wB97M-V/def2-TZVPD).

Results
- highest occupied orbital energy (eV) = -13.09
- SMILES = ClC1=NC=[NH+][C@H](c2ccccc2)[C@H]1Cl
- E (hartree) = -1416.04768
- net charge = +1

Each line ends with the Mulliken charge.
Cartesian coordinates (Å):
C 2.66 0.98 -0.75  -0.66
C 2.16 -0.08 -1.46  -0.32
C 1.88 1.41 0.28  -0.51
C 0.97 -0.71 -1.13  -0.72
C 0.63 0.92 0.58  -0.29
C 0.19 -0.19 -0.11  0.70
C -2.61 -0.44 2.07  -0.02
C -2.93 1.02 0.27  0.45
C -1.13 -0.77 0.05  -0.31
C -2.34 0.12 -0.79  -0.09
N -3.05 0.76 1.58  -0.45
N -1.72 -1.15 1.36  0.01
Cl -3.62 2.50 -0.20  -0.04
Cl -3.54 -1.04 -1.42  -0.09
H 3.53 1.48 -1.01  0.48
H 2.66 -0.61 -2.32  0.29
H 2.05 2.39 0.72  0.31
H 0.66 -1.59 -1.61  0.39
H -0.04 1.48 1.27  0.28
H -2.89 -0.74 3.07  0.43
H -1.14 -1.77 -0.57  0.41
H -2.01 0.59 -1.72  0.46
H -1.39 -1.87 1.98  0.30

Entry from OMol25: a 19-piece molecular cluster, C25H34Cl54O2P overall (wB97M-V/def2-TZVPD).

Results
- highest occupied orbital energy (eV) = -11.69
- E (hartree) = -26314.80178
- net charge = +1

Each line ends with the Mulliken charge.
Cartesian coordinates (Å):
C 0.14 1.26 -0.26  -0.51
O -0.82 0.24 0.01  -0.23
C -0.25 -0.99 -0.29  -1.03
C -1.17 -2.10 0.15  -0.23
C -0.82 -3.51 -0.41  -0.27
P 0.95 -3.78 -0.76  0.68
C 1.04 -4.70 -2.34  -1.28
C 1.80 -4.71 0.57  0.64
C 2.74 -5.77 0.06  -0.21
O 3.48 -5.60 -0.84  -0.39
H -0.34 2.22 -0.33  0.31
H 0.66 1.06 -1.19  0.00
H 0.89 1.27 0.53  0.37
H 0.07 -1.07 -1.34  0.38
H 0.67 -1.06 0.31  0.48
H -2.16 -1.86 -0.23  0.21
H -1.29 -2.14 1.23  0.31
H -1.40 -3.76 -1.28  0.59
H -1.11 -4.24 0.36  -0.20
H 1.69 -2.61 -0.97  0.15
H 1.39 -5.72 -2.20  0.43
H 1.66 -4.19 -3.06  0.36
H 0.03 -4.76 -2.73  0.43
H 2.40 -4.01 1.15  0.28
H 1.03 -5.16 1.19  -0.48
H 2.73 -6.78 0.50  0.14
C -1.53 2.75 5.87  0.11
Cl -2.66 2.61 7.21  -0.04
Cl -1.69 4.33 5.11  -0.11
Cl 0.13 2.47 6.42  -0.14
H -1.78 1.99 5.14  0.17
C -4.21 1.18 1.33  0.15
Cl -4.16 2.75 0.53  -0.15
Cl -5.37 1.18 2.66  -0.10
Cl -4.65 -0.10 0.18  -0.05
H -3.22 0.97 1.72  0.14
C -3.55 -5.03 2.44  -0.11
Cl -4.24 -4.68 4.02  -0.10
Cl -3.80 -3.70 1.33  0.03
Cl -1.82 -5.39 2.59  -0.13
H -4.05 -5.91 2.04  0.35
C 1.57 3.38 -3.90  0.17
Cl 3.04 4.31 -3.62  -0.06
Cl 1.84 1.67 -3.53  -0.15
Cl 0.23 4.02 -2.95  -0.13
H 1.31 3.46 -4.95  0.12
C 5.68 -2.47 2.10  -0.04
Cl 5.53 -0.98 1.17  -0.11
Cl 4.90 -2.31 3.67  -0.11
Cl 4.99 -3.83 1.20  -0.04
H 6.73 -2.67 2.26  0.34
C 4.39 4.73 -7.22  0.57
Cl 4.12 5.93 -8.49  -0.10
Cl 2.96 3.71 -7.01  -0.18
Cl 5.81 3.76 -7.57  0.00
H 4.56 5.26 -6.29  -0.23
C 4.83 -7.23 -3.58  0.46
Cl 6.53 -7.69 -3.69  -0.08
Cl 4.44 -5.99 -4.78  -0.14
Cl 3.78 -8.64 -3.77  -0.14
H 4.66 -6.81 -2.60  -0.07
C -6.46 3.86 7.47  -0.20
Cl -5.93 3.24 5.89  -0.05
Cl -6.13 2.67 8.74  -0.06
Cl -5.69 5.40 7.83  -0.08
H -7.53 4.02 7.42  0.40
C 8.84 6.49 -9.23  0.01
Cl 8.60 7.95 -10.19  -0.12
Cl 8.01 6.63 -7.68  -0.07
Cl 8.29 5.07 -10.13  -0.13
H 9.89 6.38 -9.04  0.31
C -7.91 -2.92 0.38  -0.02
Cl -8.83 -4.32 -0.17  -0.12
Cl -7.00 -3.28 1.84  -0.08
Cl -6.79 -2.36 -0.86  -0.10
H -8.61 -2.12 0.59  0.31
C 8.84 0.83 -7.58  -0.04
Cl 8.60 2.31 -8.52  -0.03
Cl 7.97 0.93 -6.04  -0.12
Cl 8.33 -0.58 -8.50  -0.12
H 9.89 0.74 -7.36  0.31
C 2.62 -8.16 3.48  -0.11
Cl 2.77 -9.28 2.12  -0.12
Cl 4.16 -7.39 3.83  -0.09
Cl 1.37 -6.95 3.15  -0.05
H 2.31 -8.73 4.35  0.38
C -4.43 -0.74 10.36  -0.02
Cl -3.42 -2.19 10.30  -0.13
Cl -4.33 0.02 11.95  -0.12
Cl -3.98 0.40 9.09  -0.03
H -5.46 -1.04 10.20  0.30
C -6.58 8.24 5.03  -0.04
Cl -5.26 9.02 5.92  -0.14
Cl -6.40 6.49 5.09  -0.05
Cl -8.14 8.74 5.67  -0.09
H -6.52 8.56 4.00  0.32
C -10.16 12.39 5.91  0.06
Cl -8.49 11.93 6.24  -0.10
Cl -10.22 13.84 4.90  -0.12
Cl -11.03 11.06 5.14  -0.13
H -10.64 12.61 6.85  0.29
C 9.06 -10.86 -2.63  0.12
Cl 9.09 -11.75 -4.15  -0.11
Cl 9.75 -11.81 -1.32  -0.12
Cl 9.91 -9.32 -2.80  -0.13
H 8.03 -10.65 -2.39  0.24
C -8.57 -0.02 -3.84  -0.04
Cl -9.78 -0.74 -2.78  -0.10
Cl -7.58 1.14 -2.96  -0.09
Cl -7.55 -1.27 -4.57  -0.12
H -9.08 0.50 -4.63  0.37
C 4.47 8.11 -3.83  -0.02
Cl 4.62 7.26 -5.37  -0.08
Cl 5.15 7.14 -2.52  -0.13
Cl 5.24 9.69 -3.91  -0.11
H 3.41 8.25 -3.63  0.31

Entry from OMol25: a 10-piece molecular cluster, C18H2Cl36F14O5S overall (wB97M-V/def2-TZVPD).

Results
- relative energy (zero: lowest compared OMol25 entry of this formula, charge and spin) (kJ/mol) = 1359.0
- highest occupied orbital energy (eV) = -11.04
- SMILES = O=C1O[C@@H](S(=O)(=O)C(F)(F)C(F)(F)C(F)(F)C(F)(F)F)[C@@H](C(F)(F)C(F)(F)F)O1.ClC(Cl)(Cl)Cl.ClC(Cl)(Cl)Cl.ClC(Cl)(Cl)Cl.ClC(Cl)(Cl)Cl.ClC(Cl)(Cl)Cl.ClC(Cl)(Cl)Cl.ClC(Cl)(Cl)Cl.ClC(Cl)(Cl)Cl.ClC(Cl)(Cl)Cl
- E (hartree) = -19425.83102
- net charge = 0

Each line ends with the Mulliken charge.
Cartesian coordinates (Å):
O -0.88 -2.52 -4.04  -0.48
C -0.56 -1.69 -3.05  0.40
O 0.74 -1.52 -2.31  -0.20
C 0.47 -0.24 -1.60  -0.38
C 1.56 0.37 -0.57  0.77
F 1.17 0.46 0.85  -0.27
F 2.78 -0.51 -0.64  -0.30
C 2.08 1.91 -0.99  0.54
F 3.14 2.26 0.03  -0.21
F 0.88 2.79 -0.89  -0.22
F 2.67 1.82 -2.36  -0.18
C -1.11 -0.40 -1.21  -0.01
S -1.68 -1.46 0.21  0.97
O -0.73 -2.72 0.21  -0.55
O -1.42 -0.80 1.62  -0.58
C -3.41 -2.08 0.21  0.47
F -3.35 -3.57 -0.05  -0.23
F -3.91 -2.00 1.64  -0.12
C -4.48 -1.50 -0.85  0.57
F -4.23 -2.00 -2.26  -0.23
F -5.80 -2.15 -0.49  -0.28
C -4.80 0.10 -0.84  0.48
F -3.91 0.95 -1.67  -0.23
F -6.16 0.24 -1.48  -0.27
C -4.96 0.80 0.63  0.61
F -5.96 0.09 1.50  -0.17
F -5.60 2.15 0.37  -0.26
F -3.69 1.10 1.34  -0.21
O -1.59 -0.69 -2.60  -0.37
H 0.42 0.60 -2.44  0.43
H -1.37 0.70 -0.82  0.55
C 5.34 5.26 0.04  0.29
Cl 6.77 4.40 0.66  -0.04
Cl 4.22 4.09 -0.70  -0.04
Cl 4.52 6.10 1.38  -0.11
Cl 5.85 6.45 -1.18  -0.10
C -7.26 5.05 1.87  0.24
Cl -6.12 3.69 1.95  -0.03
Cl -8.18 5.15 3.39  0.01
Cl -6.36 6.57 1.62  -0.11
Cl -8.39 4.80 0.51  -0.10
C 8.21 0.58 0.14  0.18
Cl 6.69 1.27 -0.49  0.01
Cl 9.05 1.80 1.13  -0.13
Cl 7.85 -0.85 1.13  0.00
Cl 9.25 0.11 -1.23  -0.03
C -10.39 5.47 6.62  0.35
Cl -8.70 4.90 6.61  -0.09
Cl -10.58 6.81 5.46  -0.09
Cl -11.47 4.13 6.17  -0.09
Cl -10.81 6.04 8.26  -0.10
C -6.87 -1.30 5.19  0.24
Cl -8.03 0.02 4.92  -0.09
Cl -5.87 -0.93 6.62  -0.10
Cl -7.76 -2.82 5.46  -0.10
Cl -5.82 -1.47 3.76  0.02
C 12.33 -1.66 -3.80  0.33
Cl 12.70 -0.28 -4.87  -0.09
Cl 13.29 -3.07 -4.29  -0.09
Cl 12.73 -1.23 -2.11  -0.08
Cl 10.59 -2.05 -3.92  -0.08
C 0.03 -5.76 -2.35  0.23
Cl -0.28 -7.22 -1.38  -0.11
Cl 0.21 -6.21 -4.06  -0.09
Cl -1.34 -4.63 -2.17  0.01
Cl 1.52 -4.97 -1.78  -0.07
C 6.93 -4.53 2.78  0.36
Cl 5.76 -4.97 4.05  -0.09
Cl 6.06 -4.26 1.25  -0.08
Cl 7.78 -3.03 3.25  -0.11
Cl 8.11 -5.84 2.58  -0.09
C 2.43 -1.21 -5.98  0.37
Cl 3.57 -2.58 -5.90  -0.11
Cl 1.51 -1.12 -4.45  0.01
Cl 3.33 0.30 -6.23  -0.12
Cl 1.30 -1.47 -7.34  -0.12

Entry from OMol25: C6H10O as an isolated structure (wB97M-V/def2-TZVPD).

Results
- relative energy (zero: lowest compared OMol25 entry of this formula, charge and spin) (kJ/mol) = 365.4
- highest occupied orbital energy (eV) = -7.30
- E (hartree) = -309.70321
- net charge = 0

Each line ends with the Mulliken charge.
Cartesian coordinates (Å):
C -2.26 -0.80 0.02  -1.42
C -1.25 0.31 -0.21  0.35
C -0.20 0.37 0.81  -0.53
C 1.32 0.48 -0.43  0.40
O 1.57 1.79 -0.73  -0.54
C 2.28 -0.37 0.04  -1.02
C 0.03 -0.10 -0.83  -0.48
H -2.99 -0.47 0.76  0.36
H -1.77 -1.70 0.41  0.33
H -2.78 -1.07 -0.90  0.35
H -1.68 1.25 -0.53  0.38
H -0.05 -0.41 1.55  0.35
H 0.05 1.37 1.19  0.22
H 2.31 2.04 -0.17  0.38
H 3.28 -0.31 -0.36  0.33
H 2.00 -1.26 0.61  0.25
H 0.13 -1.13 -1.21  0.29

Entry from OMol25: C3H4NP as an isolated structure (wB97M-V/def2-TZVPD).

Results
- relative energy (zero: lowest compared OMol25 entry of this formula, charge and spin) (kJ/mol) = 449.7
- highest occupied orbital energy (eV) = -8.96
- E (hartree) = -512.60463
- net charge = 0

Each line ends with the Mulliken charge.
Cartesian coordinates (Å):
C 0.97 0.49 -0.63  0.76
C -1.52 0.41 0.77  -0.38
C 0.98 -0.73 -0.13  -1.08
N 0.56 1.63 -0.84  -0.50
P -1.17 1.44 -0.48  0.13
H -0.89 -0.40 1.14  0.32
H 0.99 -1.67 -0.61  0.29
H 0.98 -0.94 0.90  0.40
H -1.49 2.58 0.04  0.06

Entry from OMol25: C2H4N2OS in the gas phase (wB97M-V/def2-TZVPD).

Results
- relative energy (zero: lowest compared OMol25 entry of this formula, charge and spin) (kJ/mol) = 535.9
- highest occupied orbital energy (eV) = -8.43
- E (hartree) = -661.38144
- net charge = 0

Each line ends with the Mulliken charge.
Cartesian coordinates (Å):
C -1.63 -1.14 -0.08  -0.34
C -0.58 -0.59 0.55  -0.08
N -2.37 0.95 -0.04  -0.28
N 0.56 1.43 -0.48  -0.42
O -2.65 -0.27 -0.49  -0.17
S -0.86 1.12 0.51  0.18
H -1.73 -2.15 -0.35  0.41
H 0.33 -0.86 1.02  0.35
H 0.44 1.36 -1.43  0.19
H 1.42 1.83 -0.26  0.17

Entry from OMol25: a 8-piece molecular cluster, C11H38N10O8 overall (wB97M-V/def2-TZVPD).

Results
- relative energy (zero: lowest compared OMol25 entry of this formula, charge and spin) (kJ/mol) = 610.0
- highest occupied orbital energy (eV) = -8.71
- SMILES = NC(N)=O.NC(N)=O.NC(N)=O.NC(N)=O.NC(N)=O.CCO.CCO.CCO
- E (hartree) = -1591.37216
- net charge = 0

Each line ends with the Mulliken charge.
Cartesian coordinates (Å):
C 0.36 0.98 -1.99  -0.59
C -0.70 0.68 -0.91  -0.14
O 0.01 -0.34 -0.20  -0.16
H 1.30 1.10 -1.44  0.19
H 0.18 1.94 -2.46  0.48
H 0.54 0.19 -2.72  -0.19
H -1.65 0.31 -1.30  0.41
H -0.76 1.57 -0.27  -0.02
H 0.72 0.02 0.33  0.12
C 1.69 5.19 -1.09  -1.17
C 0.23 5.30 -0.90  0.40
O -0.26 5.37 -2.20  -0.53
H 2.22 5.00 -0.16  0.28
H 2.04 6.11 -1.55  0.41
H 1.88 4.34 -1.74  0.28
H -0.20 6.05 -0.23  0.29
H -0.07 4.29 -0.61  -0.27
H 0.45 5.87 -2.61  0.31
C -2.57 -2.30 0.74  -0.98
C -2.05 -2.53 2.14  -0.27
O -1.53 -1.35 2.70  -0.58
H -2.84 -3.22 0.23  0.40
H -1.79 -1.74 0.22  0.09
H -3.42 -1.62 0.70  0.40
H -1.24 -3.25 2.25  0.43
H -2.92 -2.88 2.70  0.22
H -2.29 -0.76 2.67  0.18
C 1.72 2.01 1.69  0.28
O 1.63 3.22 1.61  -0.70
N 2.60 1.36 1.16  -0.13
N 0.90 1.15 2.32  -0.20
H 2.61 0.42 1.50  0.25
H 3.32 1.88 0.68  0.20
H 0.00 1.52 2.57  0.01
H 1.22 0.19 2.40  0.54
C 0.07 -2.29 -5.43  0.78
O -0.79 -2.16 -4.55  -0.75
N 1.24 -1.76 -5.34  -0.38
N -0.06 -2.86 -6.56  -0.39
H 2.00 -1.89 -5.99  0.18
H 1.31 -1.34 -4.42  0.17
H -1.01 -3.10 -6.81  0.25
H 0.75 -2.96 -7.15  0.14
C 0.96 -3.72 -1.92  0.36
O 1.01 -4.65 -2.73  -0.75
N 0.54 -2.56 -2.13  0.01
N 1.49 -3.71 -0.73  -0.29
H 0.07 -2.16 -1.33  0.08
H 0.20 -2.34 -3.06  0.02
H 1.90 -4.55 -0.33  0.17
H 1.34 -2.83 -0.27  0.27
C -3.09 2.53 3.11  0.76
O -1.90 2.76 3.25  -0.71
N -3.72 2.23 2.06  -0.43
N -3.81 2.25 4.10  -0.41
H -4.72 2.32 2.04  0.20
H -3.05 2.41 1.32  0.23
H -3.39 2.31 5.02  0.24
H -4.77 2.15 3.79  0.13
C 2.08 -2.08 3.18  0.49
O 2.06 -1.20 2.41  -0.66
N 3.05 -2.94 3.39  -0.46
N 0.97 -2.38 3.82  -0.29
H 2.94 -3.79 3.94  0.17
H 3.97 -2.63 3.13  0.24
H 0.08 -2.02 3.51  0.19
H 0.96 -3.16 4.46  0.18

Entry from OMol25: ClMn as an isolated structure (wB97M-V/def2-TZVPD).

Results
- relative energy (zero: lowest compared OMol25 entry of this formula, charge and spin) (kJ/mol) = 3.1
- highest occupied orbital energy (spin up / spin down) (eV) = -16.28 / -16.42
- 2S+1 = 6
- E (hartree) = -1610.88008
- net charge = +1

Each line ends with the Mulliken spin population.
Cartesian coordinates (Å):
Mn 0.21 -0.27 -1.05  4.89
Cl -0.21 0.27 1.05  0.11

Entry from OMol25: C2HFeLiO2 as an isolated structure (wB97M-V/def2-TZVPD).

Results
- relative energy (zero: lowest compared OMol25 entry of this formula, charge and spin) (kJ/mol) = 241.0
- highest occupied orbital energy (spin up / spin down) (eV) = -24.25 / -28.26
- 2S+1 = 6
- E (hartree) = -1496.96946
- net charge = +3

Each line ends with the Mulliken spin population.
Cartesian coordinates (Å):
O -0.43 -1.38 0.09  -0.12
C -0.56 -0.65 1.01  0.19
Fe 1.53 -1.50 -0.85  4.81
Li -0.14 -0.04 -1.93  0.08
H -0.28 -0.41 2.02  0.01
C -0.23 1.45 -0.25  0.02
O 0.12 2.52 -0.08  0.00

Entry from OMol25: C19H23N4RhS4 as an isolated structure (wB97M-V/def2-TZVPD).

Results
- relative energy (zero: lowest compared OMol25 entry of this formula, charge and spin) (kJ/mol) = 112.5
- highest occupied orbital energy (eV) = -14.06
- E (hartree) = -2659.65431
- net charge = +2

Each line ends with the Mulliken charge.
Cartesian coordinates (Å):
Rh -0.26 1.14 -0.15  -0.08
C -2.34 3.40 -1.28  -0.78
C -1.77 4.11 -0.06  -0.78
S -0.35 3.23 0.71  0.02
C -0.97 3.06 2.52  -0.93
C -1.26 1.65 2.95  -0.92
S -1.34 0.24 1.63  0.09
C -3.06 0.18 1.05  -1.01
C -3.43 1.44 0.31  -0.47
S -2.31 1.60 -1.11  0.08
H -1.78 3.60 -2.19  0.40
H -3.37 3.70 -1.44  0.52
H -2.53 4.24 0.71  0.47
H -1.41 5.10 -0.33  0.52
H -1.81 3.74 2.43  0.52
H -0.03 3.46 2.89  0.49
H -2.27 1.39 3.24  0.70
H -0.46 1.14 3.48  0.50
H -3.71 -0.02 1.89  0.51
H -3.09 -0.70 0.40  0.45
H -3.29 2.30 0.96  0.27
H -4.46 1.42 -0.05  0.53
N -0.42 0.12 -4.33  -0.42
C -0.15 0.17 -3.03  0.82
S 0.40 1.73 -2.38  -0.29
N -0.26 -0.91 -2.30  -1.37
N 0.19 -0.64 -1.04  1.25
C 0.98 -1.46 -0.42  0.27
C 1.32 -2.82 -0.88  -0.25
C 1.10 -3.89 -0.02  -0.26
C 1.41 -5.17 -0.42  -0.79
C 1.97 -5.39 -1.67  -0.46
C 2.20 -4.32 -2.53  -0.83
C 1.87 -3.04 -2.15  -0.16
C 1.69 -0.83 0.71  0.98
C 2.65 -1.47 1.47  -0.53
C 3.35 -0.76 2.43  -0.70
C 3.09 0.59 2.59  -0.96
C 2.12 1.18 1.80  -0.33
N 1.44 0.50 0.88  0.06
H -0.31 0.93 -4.92  0.21
H -0.65 -0.76 -4.76  0.26
H 0.65 -3.72 0.95  0.51
H 1.22 -6.01 0.24  0.42
H 2.23 -6.40 -1.98  0.43
H 2.64 -4.50 -3.50  0.42
H 2.05 -2.21 -2.81  0.46
H 2.85 -2.52 1.29  0.54
H 4.11 -1.25 3.03  0.47
H 3.63 1.19 3.31  0.48
H 1.91 2.24 1.88  0.64

Entry from OMol25: C18H40OP2PtSi as an isolated structure (wB97M-V/def2-TZVPD).

Results
- relative energy (zero: lowest compared OMol25 entry of this formula, charge and spin) (kJ/mol) = 272.2
- highest occupied orbital energy (spin up / spin down) (eV) = -14.08 / -14.16
- 2S+1 = 5
- E (hartree) = -1875.72330
- net charge = +2

Each line ends with the Mulliken spin population.
Cartesian coordinates (Å):
P -0.04 -1.57 -0.96  -0.07
P 0.14 1.89 -2.63  0.01
C -0.23 -1.13 -2.82  0.01
C 0.17 0.20 -3.49  0.08
H -1.29 -1.36 -3.07  0.00
H 0.41 -1.87 -3.34  0.01
H 1.21 0.09 -3.83  0.00
H -0.46 0.35 -4.38  0.00
C -1.08 2.76 -3.89  0.25
H -1.47 3.71 -3.49  0.00
H -1.94 2.11 -4.11  0.00
H -0.58 2.98 -4.84  0.01
C 1.68 2.67 -3.29  0.03
H 1.55 2.93 -4.35  0.00
H 2.53 1.98 -3.22  0.00
H 1.92 3.58 -2.73  0.00
C -1.39 -2.70 -0.60  0.14
H -1.43 -3.08 0.49  0.01
H -1.29 -3.56 -1.28  -0.01
H -2.34 -2.20 -0.73  0.00
C 1.55 -2.40 -1.01  0.03
H 2.33 -1.63 -1.03  0.01
H 1.58 -2.98 -1.94  0.00
H 1.68 -3.08 -0.13  -0.01
Pt 0.06 -3.23 1.30  1.26
C -0.26 3.41 -1.16  0.49
C -1.63 3.09 -1.05  0.67
C -2.19 1.71 -1.08  0.09
C -1.42 0.75 -0.19  0.05
C 0.04 0.34 -0.50  0.00
C 1.09 1.18 -1.28  0.18
C 1.69 2.10 -0.22  0.02
C 0.70 3.21 0.03  0.19
C 0.95 -4.89 1.82  0.26
H 0.00 4.31 -1.76  -0.02
H -2.38 3.88 -1.04  0.00
H -2.34 1.27 -2.08  0.02
H -3.19 1.81 -0.63  0.00
H -1.40 1.19 0.82  -0.02
H -2.01 -0.18 -0.08  0.00
H 0.46 0.15 0.49  0.01
H 1.87 0.51 -1.69  -0.02
H 2.67 2.50 -0.50  0.00
H 1.84 1.52 0.71  0.00
H 0.13 2.99 0.95  -0.02
H 1.23 4.16 0.14  0.01
H 1.80 -4.62 2.49  0.01
H 1.32 -5.50 0.98  0.04
H 0.11 -5.41 2.32  0.00
C 1.40 -1.75 4.32  0.02
Si -0.35 -1.27 3.81  0.01
C -1.39 -1.78 5.34  0.00
C -0.44 0.63 3.93  0.02
O -0.75 -1.67 2.28  0.24
H 1.43 -2.17 5.34  0.00
H 2.02 -0.83 4.32  0.00
H 1.85 -2.48 3.63  0.00
H -0.90 -1.40 6.26  0.00
H -2.39 -1.32 5.31  0.00
H -1.50 -2.86 5.48  0.00
H 0.43 1.07 3.43  0.00
H -1.36 1.02 3.47  0.00
H -0.41 0.90 5.00  0.00